No. 1
Computed, not measured: an isolated molecule of BrNO3 at a distorted geometry, with ωB97M-V with the def2-TZVPD basis set.

The total energy comes out at -2854.291816 Ha. The value obtained for the relative energy (zero: lowest compared OMol25 entry of this formula, charge and spin) is 16.3 kJ/mol. The net charge is 0. As for the SMILES: O=[N+]([O-])OBr. The calculation puts the HOMO-LUMO gap at 9.737 eV.

Each line ends with the Mulliken charge.
Atoms and positions in Å:
1 N -0.716221 -0.127220 -0.079953  1.172
2 O -0.555157 -1.256412 -0.110278  -0.438
3 O 0.628846 0.784381 -0.034865  -0.403
4 Br 2.223892 -0.025712 0.255583  0.121
5 O -1.581361 0.624964 -0.030488  -0.452

Atoms 1-3, force components in eV/Å:
N 3.16 2.37 0.53
O 0.29 -3.02 -0.21
O -0.69 -0.45 -0.03

***

No. 2
Computed, not measured: a cluster of 2 separate species, BrNO3 in total at a distorted geometry, with ωB97M-V with the def2-TZVPD basis set.

The total energy comes out at -2854.228613 Ha. The value obtained for the relative energy (zero: lowest compared OMol25 entry of this formula, charge and spin) is 182.2 kJ/mol. The net charge is 0. The calculation puts the HOMO-LUMO gap (alpha / beta) at 7.369 / 9.382 eV.

Each line ends with the Mulliken charge.
Atoms and positions in Å:
1 N 0.739208 0.458397 0.172653  0.893
2 O -1.082932 -1.197695 -0.515582  -0.307
3 O 0.570598 -0.038609 -0.835639  -0.324
4 O 0.332365 0.629339 1.208909  -0.398
5 Br -2.204016 -1.558271 -1.785662  0.137

Atoms 1-3, force components in eV/Å:
N 4.75 2.36 -1.25
O -0.75 -0.68 0.57
O -0.93 -1.78 -3.62

***

No. 3
Computed, not measured: a structure of composition BrNO5S at a distorted geometry, with ωB97M-V with the def2-TZVPD basis set.

The total energy comes out at -3402.863447 Ha. The value obtained for the relative energy (zero: lowest compared OMol25 entry of this formula, charge and spin) is 248.6 kJ/mol. The net charge is 0. The calculation puts the HOMO-LUMO gap (alpha / beta) at 5.836 / 5.791 eV.

Each line ends with the Mulliken charge.
Atoms and positions in Å:
1 O -0.597552 -1.589030 -1.126091  -0.375
2 Br 0.927018 1.701367 -1.780889  0.195
3 O -2.125939 -0.584442 0.071320  -0.416
4 S 0.424105 0.186623 0.953456  0.921
5 O -0.046019 1.450265 1.362692  -0.364
6 N -1.068919 -0.816281 -0.340868  0.862
7 O 0.617233 -0.848218 1.902386  -0.417
8 O 1.870074 0.499718 -1.042007  -0.406

Atoms 1-3, force components in eV/Å:
O -0.58 1.10 0.88
Br -0.80 1.04 -0.99
O -1.63 0.32 0.31

***

No. 4
Computed, not measured: a structure of composition BrPd, with ωB97M-V with the def2-TZVPD basis set.

The spin multiplicity is 4. The total energy comes out at -2700.880015 Ha. The value obtained for the relative energy (zero: lowest compared OMol25 entry of this formula, charge and spin) is 9.8 kJ/mol. The net charge is +2. The calculation puts the HOMO-LUMO gap (alpha / beta) at 11.438 / 5.542 eV.

Each line ends with the Mulliken charge.
Atoms and positions in Å:
1 Br -0.487472 0.570236 1.274423  1.014
2 Pd 0.487472 -0.570236 -1.274423  0.986

Force components x, y, z for each atom (eV/Å):
Br -0.03 0.04 0.09
Pd 0.03 -0.04 -0.09

***

No. 5
Computed, not measured: a structure of composition BrPt at a distorted geometry, with ωB97M-V with the def2-TZVPD basis set.

The spin multiplicity is 3. The total energy comes out at -2692.841985 Ha. The value obtained for the relative energy (zero: lowest compared OMol25 entry of this formula, charge and spin) is 121.3 kJ/mol. The net charge is +1. The calculation puts the HOMO-LUMO gap (alpha / beta) at 9.938 / 7.519 eV.

Each line ends with the Mulliken charge.
Atoms and positions in Å:
1 Br 25.341150 0.412970 19.275180  0.104
2 Pt 26.520460 -1.050870 18.882070  0.896

Force components x, y, z for each atom (eV/Å):
Br -8.21 10.19 2.74
Pt 8.21 -10.19 -2.74

***

No. 6
Computed, not measured: a structure of composition BrZn2 at a distorted geometry, with ωB97M-V with the def2-TZVPD basis set.

The spin multiplicity is 2. The total energy comes out at -6131.874283 Ha. The net charge is +2. The calculation puts the HOMO-LUMO gap (alpha / beta) at 5.556 / 7.144 eV.

Each line ends with the Mulliken charge.
Atoms and positions in Å:
1 Br -0.178144 -0.256454 0.365378  0.131
2 Zn 0.640126 1.441688 1.952964  0.974
3 Zn -0.461983 -1.185234 -2.318342  0.895

Force components x, y, z for each atom (eV/Å):
Br 0.51 1.06 1.03
Zn -0.52 -1.09 -1.06
Zn 0.02 0.03 0.02

***

No. 7
Computed, not measured: a cluster of 17 separate species, C102H68O34 in total at a distorted geometry, with ωB97M-V with the def2-TZVPD basis set.

The total energy comes out at -6485.134781 Ha. The value obtained for the relative energy (zero: lowest compared OMol25 entry of this formula, charge and spin) is 0.0 kJ/mol. The net charge is 0. The calculation puts the HOMO-LUMO gap at 8.238 eV.

Each line ends with the Mulliken charge.
Atoms and positions in Å:
1 O 19.411146 19.529553 12.995525  -0.627
2 C 9.284810 15.684470 14.063002  -0.422
3 C 17.017995 25.705914 15.948389  0.831
4 O 17.248423 17.970048 21.061422  -0.189
5 H 18.695224 24.900480 23.880802  0.670
6 C 19.232038 14.729176 10.978720  -0.689
7 C 22.512173 18.133192 16.051899  0.200
8 O 9.740097 16.364431 11.879070  -0.570
9 O 17.579794 28.928441 17.632628  -0.593
10 C 17.670485 24.055219 20.206495  0.656
11 O 15.357593 18.618413 12.489054  -0.541
12 O 14.044585 20.860674 19.494368  0.033
13 H 13.227638 16.224494 9.332999  0.470
14 H 14.341329 27.904388 11.251883  0.260
15 C 13.270586 21.718279 15.469672  -0.235
16 C 17.252426 11.629470 15.644389  -0.789
17 C 14.073647 26.856482 10.943283  -0.103
18 C 17.867618 13.487504 17.766521  -0.484
19 H 17.143059 10.957746 14.781733  0.426
20 H 14.998447 25.505944 16.173633  0.730
21 C 16.405996 19.851008 24.649418  0.302
22 H 12.852955 17.136870 14.919250  0.506
23 O 15.567060 23.714969 10.053884  -0.632
24 H 17.327520 17.944632 18.225247  1.002
25 H 11.291127 24.946221 10.117447  0.384
26 H 20.355956 18.950877 18.505991  0.410
27 C 18.905511 23.474927 22.231737  -0.235
28 C 13.725111 16.327314 10.274875  -0.992
29 O 12.891504 17.175755 21.698810  -0.634
30 C 18.327006 24.705150 22.908396  -0.574
31 H 21.978280 19.970036 17.175138  0.711
32 C 18.062695 28.582473 18.659360  0.651
33 C 18.475403 23.171708 20.817424  0.170
34 H 17.501421 10.143367 17.105295  0.432
35 H 19.057133 16.312981 14.654688  0.133
36 C 16.992821 18.492702 22.118148  0.003
37 C 14.567404 15.111731 12.315106  -0.419
38 O 19.703311 16.426707 18.432390  -0.425
39 C 13.823112 15.026785 11.027371  0.186
40 C 19.184519 27.575741 18.695039  0.064
41 C 16.633001 18.575055 16.159732  -0.311
42 O 19.213765 26.374544 15.691658  -0.523
43 C 18.397304 15.905315 11.303379  -0.044
44 C 18.384134 16.463414 12.668536  0.565
45 H 23.156372 16.882782 24.327606  0.415
46 C 19.924499 14.171741 11.969186  -0.720
47 C 20.535153 23.968083 17.551596  0.424
48 C 15.016206 25.940569 10.775078  -0.294
49 O 11.738929 27.496069 10.756754  -0.578
50 C 14.279922 22.590436 22.527136  -0.518
51 C 13.267578 24.341158 10.019642  -0.490
52 C 15.782765 25.879563 15.565436  -0.531
53 C 13.022476 23.187908 15.781346  -0.074
54 H 17.011796 30.024998 19.679147  0.400
55 C 13.833086 24.172526 20.749761  -0.243
56 C 20.492486 16.859143 17.650940  0.161
57 H 23.262283 19.034903 23.005453  0.400
58 C 12.634395 26.673651 10.594296  0.203
59 C 20.649626 22.711769 18.281786  -0.365
60 C 15.088568 16.254931 12.740695  0.792
61 C 18.137167 26.416223 15.264863  0.381
62 O 14.274885 26.690898 13.946849  -0.678
63 H 12.034753 17.199645 12.645284  0.663
64 H 19.016644 14.410099 9.975351  0.485
65 O 14.156458 18.463591 16.946665  -0.418
66 C 14.964408 17.553908 12.084140  0.421
67 O 16.933158 24.076627 13.388595  -0.130
68 H 14.687562 18.520225 24.648159  0.454
69 H 18.209124 14.075409 18.576537  0.693
70 H 17.794224 29.309804 22.041938  0.466
71 O 16.771152 13.639649 14.446621  -0.322
72 C 9.632921 15.629951 15.306806  -0.704
73 C 14.166007 16.607488 19.812764  -0.333
74 C 22.523270 18.223188 22.832591  -0.609
75 C 13.733580 23.224306 19.848027  0.056
76 C 21.493859 18.543197 21.827308  0.028
77 H 9.016382 15.158803 16.082804  0.423
78 O 23.303646 18.506179 15.219816  -0.584
79 C 20.445415 16.431196 22.216878  -0.857
80 H 13.732902 25.158123 20.360214  0.498
81 O 14.238003 24.956205 22.953977  -0.602
82 H 14.778730 15.850399 20.284900  0.425
83 O 19.557904 22.586891 22.774261  -0.646
84 H 21.701497 25.552441 16.675946  0.460
85 H 20.425670 21.563925 14.283500  0.467
86 H 17.636181 17.214519 12.896687  0.559
87 H 19.646642 27.132968 17.799564  0.333
88 H 13.749929 21.165251 16.254105  1.048
89 H 14.293702 20.638890 22.039702  0.490
90 C 17.858802 19.607921 22.597024  0.462
91 C 17.140895 13.152095 15.460283  -0.048
92 C 13.065853 21.226189 14.241367  -0.307
93 C 13.625152 17.897109 17.855676  1.166
94 C 17.056728 25.265091 20.840991  0.684
95 C 18.851388 20.566759 13.111673  0.252
96 H 22.834356 16.050519 15.329290  0.398
97 H 15.172688 16.430354 17.893521  0.415
98 C 17.730586 27.335797 14.105021  -1.020
99 C 12.300778 18.307438 18.374180  -0.548
100 O 16.864272 22.361918 17.555976  -0.525
101 C 15.631484 18.694261 24.171724  -0.659
102 H 12.281908 25.020552 15.017198  0.506
103 C 19.089064 27.693110 21.167824  0.279
104 H 19.379037 23.837658 14.226717  0.383
105 C 16.496074 27.515695 13.745060  -0.590
106 C 17.610024 14.023389 16.561403  0.424
107 H 11.659313 18.976107 17.847046  0.502
108 H 11.616634 24.055547 12.796197  0.473
109 H 17.212311 19.937130 11.816906  0.714
110 H 13.528070 23.381714 18.792583  0.217
111 C 12.370314 22.063289 13.175183  -0.228
112 O 16.556395 17.468611 15.627907  -0.524
113 O 13.359669 23.732448 16.797754  -0.469
114 H 18.527212 27.874893 13.591194  0.467
115 C 20.815333 18.311259 17.716910  0.530
116 C 15.437623 26.713871 14.344725  0.398
117 H 16.184592 27.995715 12.830087  0.392
118 H 17.431408 23.960839 19.178782  0.307
119 H 21.708651 21.535396 19.711574  0.443
120 H 8.303271 15.417836 13.721206  0.442
121 C 11.472676 16.716002 13.418595  -0.364
122 H 13.246046 20.200251 13.924113  0.598
123 H 14.718089 14.177433 12.906814  0.367
124 H 19.710167 17.766387 20.730748  0.588
125 C 21.229861 16.025488 16.634793  -0.865
126 H 19.733815 15.646644 22.057894  0.552
127 C 17.585334 23.079760 13.195642  -0.283
128 C 17.088183 18.805919 17.564946  -0.248
129 H 16.045514 26.091205 10.986053  0.471
130 C 21.592759 24.777660 17.428960  -0.409
131 C 17.617996 20.172669 23.764347  -1.137
132 O 20.590587 14.224582 14.175268  -0.601
133 C 20.481000 17.540241 21.496042  0.579
134 C 14.204387 21.637517 21.664878  -0.009
135 C 17.380073 25.428684 22.324191  -1.385
136 H 18.194124 21.017083 24.077743  0.661
137 C 11.052491 16.043105 15.655662  0.123
138 H 18.874005 22.274258 20.338813  0.487
139 H 17.460923 20.279043 19.050458  0.276
140 C 22.851468 23.284705 19.132815  -0.740
141 C 16.882560 21.234513 17.153966  -0.769
142 H 15.091900 17.642961 22.327536  0.020
143 C 12.353683 23.990544 14.740295  -0.437
144 C 16.321503 19.746549 15.323231  0.491
145 C 11.897006 16.720250 14.643422  0.501
146 O 19.834320 21.798518 18.149611  -0.080
147 H 20.576307 13.285614 11.883938  0.428
148 H 18.675889 20.004391 21.996840  0.743
149 H 19.645807 24.141980 16.950247  0.297
150 C 13.955515 21.840602 20.239253  -0.184
151 H 16.910399 26.253255 22.825367  0.528
152 C 19.489018 21.752668 13.764372  -0.053
153 O 21.488928 19.665836 21.320327  -0.346
154 C 17.749790 12.079240 18.061181  0.104
155 O 12.067696 21.588440 12.083671  -0.612
156 C 18.090052 28.795775 21.118305  -0.441
157 H 16.171396 21.835340 15.158374  1.122
158 C 15.844217 18.169979 22.939088  -0.138
159 C 19.523966 27.086148 19.883876  -0.605
160 O 23.603277 25.348645 18.482568  -0.538
161 H 12.971324 23.331173 9.838665  0.483
162 C 18.952113 22.913326 13.772855  -0.628
163 O 16.231596 20.481098 25.654874  -0.568
164 C 14.120554 24.027494 22.206160  -0.089
165 C 22.442289 17.128845 23.539838  -0.416
166 H 11.261364 18.540808 20.159715  0.418
167 H 16.022589 19.467765 14.341978  -0.165
168 O 19.566988 27.359793 22.223477  -0.574
169 C 17.163843 20.064150 18.006361  -0.175
170 H 14.614628 22.380978 23.535126  0.508
171 H 14.319659 18.356140 10.123219  0.476
172 O 17.858891 11.604055 19.177964  -0.571
173 H 23.785501 23.087827 19.642980  0.507
174 H 20.248510 26.284172 19.882649  0.497
175 C 13.051762 17.244325 20.518505  0.352
176 C 12.114885 18.081904 19.671147  -0.760
177 O 16.524955 26.058854 20.118729  -0.661
178 C 17.610425 20.765765 12.357720  -0.406
179 O 17.675879 16.313773 10.470524  -0.562
180 C 16.482561 20.959459 15.714837  -0.125
181 C 21.490538 16.083985 23.130738  0.185
182 C 19.876439 14.760686 13.308233  0.386
183 O 21.829483 14.946804 23.403109  -0.541
184 C 21.762216 22.478019 19.182306  -0.086
185 C 14.728221 24.557383 10.274468  0.557
186 O 13.474806 13.979274 10.599054  -0.572
187 C 17.003867 21.970149 12.377210  -0.017
188 C 14.333170 17.440123 10.716261  -0.392
189 C 21.797163 18.930157 17.070739  -0.779
190 C 19.056723 15.931637 13.633405  0.023
191 C 22.235714 16.654589 16.034894  -0.412
192 H 17.447460 25.185479 16.761775  0.096
193 C 10.195505 16.199612 13.013546  -0.068
194 C 12.057250 23.461325 13.549217  -0.343
195 H 15.542032 16.202052 13.737397  -0.120
196 O 11.549542 15.816473 16.746676  -0.532
197 C 14.403009 16.843698 18.515635  -0.353
198 H 16.111104 22.190314 11.813456  0.380
199 C 17.424647 11.184540 16.886169  -0.444
200 C 22.773649 24.522953 18.342886  0.145
201 H 20.998941 14.996205 16.460012  0.644
202 C 17.701268 29.209436 19.920173  -0.463
203 C 12.340283 25.281499 10.172635  -0.275
204 H 17.721139 15.076990 16.314030  0.599

Atoms 1-3, force components in eV/Å:
O 1.54 -2.37 0.53
C -0.63 0.02 -2.01
C 1.94 0.81 -0.91

***

- Among the records above, which one has the highest total energy?
  BrPt

***

Repeat the second record exactly.
Computed, not measured: a cluster of 2 separate species, BrNO3 in total at a distorted geometry, with ωB97M-V with the def2-TZVPD basis set.

The total energy comes out at -2854.228613 Ha. The value obtained for the relative energy (zero: lowest compared OMol25 entry of this formula, charge and spin) is 182.2 kJ/mol. The net charge is 0. The calculation puts the HOMO-LUMO gap (alpha / beta) at 7.369 / 9.382 eV.

Each line ends with the Mulliken charge.
Atoms and positions in Å:
1 N 0.739208 0.458397 0.172653  0.893
2 O -1.082932 -1.197695 -0.515582  -0.307
3 O 0.570598 -0.038609 -0.835639  -0.324
4 O 0.332365 0.629339 1.208909  -0.398
5 Br -2.204016 -1.558271 -1.785662  0.137

Atoms 1-3, force components in eV/Å:
N 4.75 2.36 -1.25
O -0.75 -0.68 0.57
O -0.93 -1.78 -3.62